[1]
{
  "formula": "C9H10ClN3OS",
  "method": "ωB97M-V/def2-TZVPD",
  "elements": ["C", "C", "C", "C", "C", "C", "C", "C", "C", "N", "N", "N", "O", "S", "Cl", "H", "H", "H", "H", "H", "H", "H", "H", "H", "H"],
  "coordinates": [[-5.015346, -0.673700, -0.454496], [-4.049243, -0.001575, -0.723577], [0.450029, 1.539517, -0.094498], [0.135981, -2.488341, 0.290048], [-0.439407, -1.203147, 0.465225], [-1.778347, 0.705212, -0.207000], [4.134855, 1.689624, 0.517403], [-2.932948, 0.911185, -1.106862], [1.418366, -2.622748, 0.645561], [-0.705315, 1.587267, -0.449955], [1.621444, 1.595436, 0.097734], [-1.375698, -0.721373, -0.250588], [3.139846, -0.256746, -0.954645], [2.861798, 0.451758, 0.273572], [-2.407310, 0.963300, 1.506464], [-5.879305, -1.224230, -0.364535], [-0.591500, -3.057675, -0.287755], [0.038026, -0.571338, 1.149832], [4.886827, 1.314402, 1.062905], [4.476493, 2.127806, -0.374135], [3.761161, 2.592078, 0.922609], [-3.210833, 1.886393, -1.063545], [-2.547018, 0.884820, -2.180287], [2.000642, -1.932173, 1.244358], [2.006813, -3.495756, 0.336176]],
  "forces_ev_per_a": [[2.16, 1.55, -0.78], [-0.40, 0.07, -0.77], [-1.76, -0.54, -1.02], [-0.02, 0.14, -0.26], [-1.40, 2.16, -0.62], [1.12, -1.96, 2.04], [-2.50, 1.20, -1.54], [0.29, -2.50, -1.69], [0.04, -1.76, -0.54], [-0.10, 0.41, -0.35], [1.98, 0.49, 0.64], [-0.13, -0.44, -0.79], [0.15, -0.24, -0.89], [-0.05, 0.54, 1.13], [0.12, 0.41, 0.31], [-1.21, -0.90, 0.41], [1.03, -0.96, -0.10], [0.94, 1.09, 1.48], [2.73, -1.51, 1.94], [0.66, -0.35, -1.86], [-0.89, 0.50, 1.38], [-1.19, 2.98, 0.64], [-0.65, -0.90, 1.18], [-0.51, 0.34, -0.12], [-0.41, 0.20, 0.19]],
  "nbo_charge": [-0.226, 0.022, 0.744, -0.264, 0.126, 0.324, -0.839, -0.503, -0.304, -0.541, -0.769, -0.444, -0.923, 1.456, -0.104, 0.227, 0.240, 0.145, 0.226, 0.247, 0.251, 0.245, 0.256, 0.199, 0.208],
  "relative_energy_ev": 4.4241,
  "multiplicity": 1,
  "gap_ev": 9.56,
  "e_tot_ev": -39364.7501
}

=====

[2]
{
  "formula": "C9H10ClNO",
  "method": "ωB97M-V/def2-TZVPD",
  "elements": ["C", "C", "C", "C", "C", "C", "C", "C", "C", "N", "O", "Cl", "H", "H", "H", "H", "H", "H", "H", "H", "H", "H"],
  "coordinates": [[-0.047130, 0.486194, -2.355854], [2.055897, 0.048008, -1.171343], [0.584474, 0.981911, -3.485014], [2.692702, 0.474456, -2.330992], [0.683857, 0.061546, -1.193918], [2.025805, 0.889189, -3.489492], [-1.348578, -0.214176, 0.185534], [-1.117609, -0.617098, 3.787674], [-2.521451, -0.610344, 0.524532], [-0.967906, -0.575923, 5.057390], [-0.124844, -0.130235, -0.040588], [2.960525, 1.265906, -4.878916], [-1.051790, 0.537075, -2.384074], [2.430791, -0.315421, -0.252658], [0.252635, 1.304580, -4.414956], [3.776243, 0.460581, -2.178704], [-2.107945, -0.607976, 3.215531], [-0.395020, -0.711465, 3.111953], [-3.386465, 0.030222, 0.534195], [-2.595151, -1.637647, 0.717635], [-1.814617, -0.441458, 5.679415], [0.015576, -0.677922, 5.362649]],
  "forces_ev_per_a": [[3.29, 0.39, 0.14], [-2.20, 0.17, 0.05], [3.75, -1.70, 1.68], [1.13, -0.34, 0.81], [-1.87, 1.37, -3.99], [-0.47, -0.13, 1.04], [3.28, -0.64, -1.26], [-4.96, 0.15, 1.50], [0.33, 1.69, -0.46], [-0.47, 0.08, -1.17], [-2.33, -0.04, 2.14], [-0.45, 0.06, 0.36], [-3.48, -0.02, 0.37], [1.48, -0.06, 0.54], [-1.73, 0.54, -1.11], [-0.25, 0.12, -0.97], [0.94, 0.27, 1.77], [3.85, -0.43, -1.95], [-0.21, 0.23, 0.17], [-0.32, -1.64, 0.06], [1.57, -0.32, -0.46], [-0.88, 0.25, 0.75]],
  "nbo_charge": [-0.222, -0.184, -0.177, -0.216, 0.207, 0.021, 0.714, 0.170, -0.564, -0.561, -0.332, 0.132, 0.223, 0.243, 0.263, 0.267, 0.232, 0.200, 0.321, 0.307, 0.486, 0.471],
  "multiplicity": 1,
  "total_charge": 2,
  "gap_ev": 6.36,
  "e_tot_ev": -25533.0742
}

=====

[3]
{
  "formula": "C9H10ClNO2S",
  "method": "ωB97M-V/def2-TZVPD",
  "elements": ["C", "C", "C", "C", "C", "C", "C", "C", "C", "N", "O", "O", "S", "Cl", "H", "H", "H", "H", "H", "H", "H", "H", "H", "H"],
  "coordinates": [[-0.661715, -2.768495, -0.415534], [-1.362290, -2.657360, 0.781061], [-0.226601, -1.667876, -1.114972], [-1.633324, -1.384462, 1.261052], [-0.557387, -0.447814, -0.590157], [-1.136989, -0.295322, 0.700222], [-0.357352, 0.960987, -1.079921], [-0.887950, 1.758749, -0.094273], [-0.827656, 3.247658, 0.025494], [-1.195794, 0.977744, 1.002367], [3.411401, 0.955875, -0.002919], [5.196071, -0.799104, -0.119716], [3.981179, -0.431166, -0.750808], [2.506487, -1.754488, 0.060473], [-0.565502, -3.830313, -0.785036], [-1.933959, -3.515388, 1.252678], [0.203602, -1.829784, -2.101426], [-2.166303, -1.237063, 2.201381], [2.496975, 0.994129, -0.053219], [0.107676, 1.383638, -1.907139], [-1.841314, 3.666818, 0.335177], [-0.792271, 3.685031, -1.009436], [0.023940, 3.592015, 0.657648], [-1.780921, 1.395997, 1.747010]],
  "forces_ev_per_a": [[-0.30, -2.74, 0.10], [-1.50, -0.17, 0.20], [-0.76, -0.87, -0.65], [-1.12, -2.25, 3.39], [1.11, 3.22, -0.83], [1.44, -1.44, -3.50], [-1.53, -1.36, 2.61], [1.85, -0.15, -0.26], [-1.45, 0.90, -0.95], [-1.89, 4.07, 1.54], [3.92, -1.22, -0.23], [0.83, 0.29, 0.42], [-1.74, 0.49, 0.34], [0.62, 0.38, -0.15], [0.25, 1.43, 0.07], [1.24, 0.97, -0.64], [0.09, 0.39, 0.25], [-0.15, -0.38, -0.08], [-3.28, 0.04, -0.23], [0.61, 0.16, -1.60], [1.36, -0.49, 0.36], [0.60, -0.43, 0.92], [-0.85, -0.07, -0.43], [0.64, -0.79, -0.66]],
  "nbo_charge": [-0.239, -0.215, -0.203, -0.239, -0.059, 0.118, -0.323, 0.171, -0.662, -0.525, -0.879, -0.859, 1.551, -0.307, 0.214, 0.220, 0.222, 0.200, 0.498, 0.218, 0.221, 0.236, 0.234, 0.405],
  "relative_energy_ev": 0.0000,
  "multiplicity": 1,
  "gap_ev": 8.25,
  "e_tot_ev": -38436.7791
}

=====

[4]
{
  "formula": "C9H10ClO2S",
  "method": "ωB97M-V/def2-TZVPD",
  "elements": ["C", "C", "C", "Cl", "S", "O", "O", "C", "C", "C", "C", "C", "C", "H", "H", "H", "H", "H", "H", "H", "H", "H", "H"],
  "coordinates": [[2.341695, -2.500681, 1.826246], [2.369472, -1.802658, 0.413458], [1.437498, -0.550231, 0.076365], [1.457571, 0.506159, 1.597502], [-0.309263, -1.116492, 0.079882], [-1.058399, -1.595842, 1.207784], [-0.309846, -2.008046, -1.092214], [-1.144886, 0.386262, -0.575537], [-0.589559, 1.181503, -1.565562], [-0.918449, 2.489117, -1.829847], [-2.033331, 2.970750, -1.211225], [-2.784359, 2.212309, -0.271590], [-2.234257, 1.030306, 0.172080], [2.311870, -1.781507, 2.621347], [3.140400, -3.131815, 2.150797], [1.571700, -3.243576, 1.770085], [2.168503, -2.410934, -0.388760], [3.379694, -1.497955, 0.023499], [0.394122, 0.818966, -1.896054], [-0.499987, 3.041355, -2.676749], [-2.323175, 3.989578, -1.507742], [-3.610017, 2.630691, 0.236713], [-2.756997, 0.382740, 0.839523]],
  "forces_ev_per_a": [[0.03, 0.35, -1.66], [1.20, 2.28, 0.74], [-0.49, -1.29, 1.87], [0.20, 0.64, 0.11], [1.30, 0.12, -3.66], [-0.37, 0.24, 1.07], [-0.20, -0.07, 0.51], [-1.48, 2.62, 2.19], [3.00, -1.78, 0.59], [-1.17, -0.33, -0.86], [-1.49, 1.15, 0.28], [2.36, 0.53, -0.45], [0.84, -2.36, -2.36], [-0.90, 0.39, 0.30], [1.51, -0.29, -0.64], [-1.24, 0.17, 0.55], [-1.12, -2.30, -1.53], [-0.41, 0.25, 1.21], [-0.56, -0.12, -0.47], [0.32, -0.15, 0.61], [-0.30, -0.43, 0.39], [-0.88, 0.42, 0.29], [-0.16, -0.04, 0.91]],
  "nbo_charge": [-0.642, -0.471, -0.517, -0.227, 2.062, -0.969, -1.011, -0.272, -0.185, -0.242, -0.198, -0.253, -0.175, 0.219, 0.189, 0.210, 0.222, 0.192, 0.248, 0.206, 0.191, 0.202, 0.221],
  "relative_energy_ev": 1.6747,
  "smiles": "CCC(Cl)=[S@](=O)([O-])c1ccccc1",
  "multiplicity": 1,
  "total_charge": -1,
  "gap_ev": 7.07,
  "e_tot_ev": -36946.2180
}